1.
Density functional theory data (ωB97M-V/def2-TZVPD) for a cluster of 3 separate species, C4H11NO2 in total at a distorted geometry.

The geometry in XYZ format:
```
18
Properties=species:S:1:pos:R:3:nbo_charge:R:1
C 0.556 -1.043 2.662 -0.732
C -0.128 -0.401 1.513 0.111
C 0.168 -0.804 0.190 0.153
N -0.603 -0.620 -0.898 -0.389
C -0.038 -0.379 -2.035 0.065
H 1.539 -0.570 2.851 0.315
H 0.148 -0.635 3.612 0.287
H 0.744 -2.107 2.543 0.286
H -0.944 0.288 1.642 0.243
H 1.070 -1.399 -0.033 0.217
H -0.655 0.198 -2.736 0.228
H 1.002 -0.182 -2.316 0.206
H 0.633 5.444 -0.395 0.462
H -0.851 5.407 -0.084 0.462
O -0.072 5.950 0.037 -0.924
H -1.264 -3.302 -1.605 0.460
H -0.557 -2.449 -2.528 0.432
O -0.749 -3.397 -2.419 -0.883
```

frontier orbital gap (alpha / beta) = 7.60 / 5.32 eV
spin multiplicity = 2
energy above the lowest of the compared OMol25 structures with the same formula, charge and spin = 2.991 eV
net charge = +1
DFT total energy = -9900.004 eV



2.
Density functional theory data (ωB97M-V/def2-TZVPD) for a structure of composition C10H9N4O4RuS at a distorted geometry.

The geometry in XYZ format:
```
29
Properties=species:S:1:pos:R:3:nbo_charge:R:1
Ru 0.031 0.449 -0.429 0.991
C -1.773 1.725 3.297 -0.683
C -0.863 1.529 2.136 0.290
N -1.244 1.147 0.956 -0.248
N -2.632 0.985 0.791 -0.424
C -2.927 0.249 -0.232 0.297
N -4.227 0.008 -0.493 -0.784
S -1.758 -0.519 -1.336 -0.130
C 0.609 1.638 2.340 0.288
C 1.266 0.984 3.298 -0.244
C 2.682 0.634 3.175 -0.177
C 3.239 0.020 2.114 -0.227
C 2.620 -0.529 0.881 0.053
N 1.458 -0.335 0.443 -0.526
H -2.791 1.902 2.970 0.266
H -1.416 2.554 3.906 0.243
H -1.767 0.820 3.911 0.241
H -4.933 0.439 0.077 0.408
H -4.494 -0.545 -1.285 0.409
H 0.708 0.597 4.141 0.228
H 3.299 0.742 4.061 0.218
H 4.273 -0.289 2.232 0.214
H 3.232 -1.297 0.392 0.184
O 0.184 4.152 1.283 -0.514
C 0.832 3.334 0.717 0.705
O 1.316 2.188 1.301 -0.527
C 1.237 3.207 -0.760 0.691
O 1.783 4.082 -1.372 -0.546
O 0.868 2.046 -1.239 -0.698
```

frontier orbital gap (alpha / beta) = 7.12 / 7.06 eV
spin multiplicity = 2
energy above the lowest of the compared OMol25 structures with the same formula, charge and spin = 0.440 eV
DFT total energy = -38080.320 eV



3.
Density functional theory data (ωB97M-V/def2-TZVPD) for a structure of composition C20H32AlAs3F6N2O4S7Sb at a distorted geometry.

The geometry in XYZ format:
```
76
Properties=species:S:1:pos:R:3:lowdin_charge:R:1
Al 0.850 0.015 -0.440 -0.707
C -4.356 1.251 -0.759 -0.171
As -2.446 1.139 1.315 1.238
C -3.667 2.577 1.878 -0.303
C -3.492 -0.442 1.872 -0.338
C -3.312 -0.951 3.319 -0.689
C -4.521 -1.856 3.609 -0.103
C -2.040 -1.798 3.486 -0.355
As -0.352 -1.215 2.612 1.089
C 0.371 0.019 3.946 -0.333
C 0.674 -2.776 3.190 -0.330
C -3.324 0.249 4.280 -0.392
As -3.607 -0.110 6.209 1.119
C -1.764 -0.059 6.877 -0.356
C -4.007 1.764 6.645 -0.358
H -5.000 0.913 0.053 0.065
H -4.578 0.638 -1.630 0.054
H -4.588 2.293 -0.990 0.090
H -4.712 2.272 1.917 0.024
H -3.551 3.403 1.176 0.026
H -3.357 2.923 2.865 0.012
H -3.215 -1.222 1.157 0.076
H -4.549 -0.210 1.723 0.066
H -4.627 -2.599 2.816 0.084
H -5.445 -1.273 3.656 0.082
H -4.406 -2.382 4.558 0.054
H -2.219 -2.779 3.032 0.075
H -1.858 -1.980 4.550 0.060
H 0.238 -0.373 4.953 0.004
H -0.091 1.002 3.854 0.006
H 1.437 0.128 3.737 -0.052
H 0.546 -2.949 4.260 0.022
H 1.724 -2.586 2.973 -0.011
H 0.354 -3.656 2.632 0.021
H -4.167 0.897 4.019 0.059
H -2.410 0.843 4.178 0.052
H -1.253 -0.997 6.667 0.003
H -1.802 0.075 7.958 0.013
H -1.203 0.761 6.431 0.018
H -4.992 2.029 6.263 0.011
H -3.260 2.430 6.209 0.022
H -4.009 1.892 7.727 0.011
S 4.880 0.882 -0.724 -0.177
Sb 3.490 0.233 0.941 0.007
S 1.478 1.652 0.883 0.186
S 2.179 -1.665 0.090 0.206
S 4.138 -0.159 3.055 -0.182
F -3.963 1.590 -3.762 0.104
C -2.731 1.437 -3.284 -0.628
F -2.404 2.606 -2.693 0.069
F -1.914 1.290 -4.346 0.051
S -1.681 -0.162 -2.200 1.054
O -0.856 -0.366 -0.910 -0.486
O -2.975 1.111 -0.440 -0.588
N -2.614 -1.400 -2.123 -0.391
S -3.815 -1.959 -2.985 0.576
O -3.366 -2.960 -3.900 -0.263
O -4.763 -0.980 -3.420 -0.276
C -4.670 -2.870 -1.631 -0.684
F -5.712 -3.527 -2.143 0.136
F -3.867 -3.747 -1.037 0.142
F -5.124 -2.017 -0.708 0.125
S 3.163 0.583 -4.224 1.096
C 2.504 -0.120 -2.823 -0.479
N 1.576 0.567 -2.223 -0.040
C 1.370 1.796 -2.854 -0.278
C 0.500 2.798 -2.435 -0.032
C 0.424 3.950 -3.186 -0.064
C 1.201 4.118 -4.337 -0.078
C 2.074 3.135 -4.754 -0.080
C 2.152 1.972 -3.995 -0.443
H 2.841 -1.072 -2.437 0.046
H -0.089 2.677 -1.536 0.093
H -0.256 4.735 -2.883 0.110
H 1.119 5.034 -4.907 0.103
H 2.684 3.266 -5.638 0.108
```

frontier orbital gap = 6.52 eV
energy above the lowest of the compared OMol25 structures with the same formula, charge and spin = 1.586 eV
net charge = -1
DFT total energy = -320236.577 eV



4.
Density functional theory data (ωB97M-V/def2-TZVPD) for a cluster of 2 separate species, C3H8NO2 in total at a distorted geometry.

The geometry in XYZ format:
```
14
Properties=species:S:1:pos:R:3:nbo_charge:R:1
O -0.442 1.124 0.789 -0.125
C 0.402 1.736 0.159 0.670
O 0.654 1.502 -1.145 -0.580
H 0.926 2.653 0.481 0.313
H 1.243 2.167 -1.593 0.583
C -0.661 -1.732 1.276 -0.430
C 0.435 -1.432 -0.969 0.198
N -0.543 -1.163 -0.134 -0.336
H -1.540 -2.355 1.255 0.286
H -0.846 -0.938 1.966 0.261
H 0.192 -2.478 1.418 0.269
H 0.889 -2.416 -0.863 0.260
H 0.813 -0.759 -1.743 0.260
H -0.626 -0.166 0.074 0.371
```

frontier orbital gap (alpha / beta) = 11.46 / 5.83 eV
spin multiplicity = 2
energy above the lowest of the compared OMol25 structures with the same formula, charge and spin = 3.404 eV
net charge = +2
DFT total energy = -8801.547 eV



5.
Density functional theory data (ωB97M-V/def2-TZVPD) for a cluster of 2 separate species, C15H36N2O8P in total at a distorted geometry.

The geometry in XYZ format:
```
62
Properties=species:S:1:pos:R:3:nbo_charge:R:1
C 4.371 0.299 1.861 -0.591
C 4.476 -0.741 0.739 -0.519
C 3.215 -1.564 0.611 0.792
O 2.817 -2.247 1.538 -0.517
O 2.443 -1.517 -0.547 -0.526
C 3.129 -1.748 -1.751 -0.087
C 2.342 -1.181 -2.920 -0.253
N 2.052 0.281 -2.825 -0.073
C 3.236 1.119 -2.497 -0.240
C 3.247 2.460 -3.223 -0.420
C 1.930 3.239 -3.172 -0.409
C 1.479 3.601 -1.753 -0.219
N 1.685 5.023 -1.477 -0.829
O 1.059 0.581 -1.879 -0.333
C -0.271 0.343 -2.386 -0.116
C -1.180 0.184 -1.181 0.074
C -2.335 1.186 -1.221 -0.632
O -1.600 -1.158 -1.095 -0.711
H 5.115 1.065 1.674 0.217
H 4.595 -0.178 2.804 0.235
H 3.405 0.791 1.895 0.212
H 5.279 -1.432 0.968 0.253
H 4.701 -0.234 -0.196 0.190
H 3.241 -2.815 -1.945 0.216
H 4.138 -1.340 -1.769 0.185
H 2.935 -1.331 -3.818 0.236
H 1.432 -1.756 -3.030 0.252
H 1.713 0.580 -3.746 0.426
H 3.269 1.291 -1.429 0.247
H 4.156 0.602 -2.738 0.232
H 3.991 3.079 -2.728 0.248
H 3.557 2.320 -4.256 0.218
H 1.161 2.630 -3.651 0.171
H 2.011 4.165 -3.729 0.248
H 1.992 3.003 -1.007 0.181
H 0.421 3.348 -1.634 0.170
H 1.593 5.188 -0.486 0.366
H 0.944 5.541 -1.930 0.359
H -0.343 -0.553 -3.000 0.207
H -0.571 1.196 -2.992 0.192
H -0.584 0.401 -0.291 0.181
H -1.944 2.158 -1.506 0.200
H -2.793 1.266 -0.242 0.244
H -3.063 0.849 -1.953 0.226
H -2.061 -1.227 -0.254 0.493
C -3.384 -1.250 5.352 -0.275
O -3.933 -0.713 4.130 -0.721
P -4.360 -1.772 2.911 2.429
O -4.527 -0.789 1.804 -1.092
O -5.751 -2.198 3.630 -0.839
C -6.702 -1.184 3.954 -0.249
O -4.306 -3.160 2.025 -0.714
C -4.221 -4.442 2.691 -0.268
H -3.340 -0.443 6.078 0.207
H -4.018 -2.047 5.749 0.186
H -2.376 -1.630 5.186 0.180
H -6.591 -0.314 3.309 0.205
H -6.590 -0.885 4.997 0.176
H -7.692 -1.613 3.820 0.196
H -5.180 -4.695 3.140 0.202
H -3.439 -4.444 3.450 0.176
H -3.975 -5.186 1.938 0.203
```

frontier orbital gap = 9.30 eV
net charge = +1
DFT total energy = -44779.179 eV



6.
Density functional theory data (ωB97M-V/def2-TZVPD) for the molecule C7H9Br at a distorted geometry.

The geometry in XYZ format:
```
17
Properties=species:S:1:pos:R:3:nbo_charge:R:1
Br 0.196 -1.616 2.598 -0.046
C -0.434 -0.133 1.380 -0.186
C -0.866 -0.630 -0.013 -0.259
C -1.060 0.692 -0.813 -0.399
C 0.336 1.216 -0.562 -0.232
C 1.242 0.020 -0.415 -0.236
C 0.397 -1.231 -0.624 -0.412
C 0.730 0.725 0.817 -0.272
H -1.176 0.471 1.932 0.231
H -1.747 -1.360 -0.037 0.233
H -1.266 0.528 -1.876 0.215
H -1.780 1.402 -0.394 0.212
H 0.711 2.113 -1.043 0.234
H 2.309 0.082 -0.658 0.233
H 0.281 -1.419 -1.704 0.213
H 0.755 -2.140 -0.105 0.233
H 1.371 1.282 1.517 0.240
```

frontier orbital gap = 10.76 eV
energy above the lowest of the compared OMol25 structures with the same formula, charge and spin = 0.000 eV
SMILES = Br[C@@H]1[C@H]2C[C@@H]3[C@H](C2)[C@H]13
DFT total energy = -77446.790 eV



7.
Density functional theory data (ωB97M-V/def2-TZVPD) for a cluster of 6 separate species, C6H24ClNO8 in total at a distorted geometry.

The geometry in XYZ format:
```
40
Properties=species:S:1:pos:R:3:nbo_charge:R:1
N -0.286 2.870 2.304 -0.880
H -0.218 1.920 1.890 0.491
H 0.357 2.819 3.092 0.439
H -1.255 2.884 2.643 0.464
H -0.120 3.564 1.580 0.460
Cl 0.581 -0.137 -0.382 2.551
O 1.158 0.948 0.400 -0.942
O -0.400 -0.791 0.459 -0.894
O -0.023 0.387 -1.565 -0.830
O 1.595 -1.125 -0.674 -0.857
O -2.218 2.799 -0.146 -0.967
H -3.158 2.995 -0.196 0.474
H -2.148 1.855 -0.340 0.494
O 3.704 0.963 2.098 -0.969
H 3.037 0.746 1.431 0.495
H 4.467 0.430 1.858 0.469
C 2.146 -2.936 -4.697 -0.631
C 3.004 -1.748 -4.313 0.091
C 3.865 -1.203 -5.428 -0.619
O 2.209 -0.659 -3.798 -0.741
H 2.784 -3.699 -5.152 0.201
H 1.364 -2.639 -5.392 0.214
H 1.735 -3.392 -3.795 0.213
H 3.661 -1.928 -3.453 0.159
H 4.558 -0.455 -5.043 0.214
H 3.283 -0.768 -6.244 0.208
H 4.473 -1.991 -5.880 0.200
H 1.930 -0.914 -2.910 0.486
C -2.518 -1.036 2.942 -0.639
C -3.374 0.217 2.982 0.103
C -4.382 0.179 4.127 -0.635
O -2.499 1.347 3.192 -0.782
H -3.145 -1.922 2.832 0.214
H -2.045 -1.179 3.920 0.198
H -1.736 -0.946 2.193 0.263
H -3.912 0.350 2.044 0.177
H -5.182 0.911 4.010 0.215
H -3.858 0.408 5.061 0.193
H -4.850 -0.796 4.254 0.229
H -2.584 1.669 4.094 0.472
```

frontier orbital gap = 8.56 eV
DFT total energy = -36996.065 eV